{
  "formula": "C15H28BCl27NO5P2",
  "method": "ωB97M-V/def2-TZVPD",
  "species": ["C", "B", "O", "P", "C", "C", "N", "C", "C", "O", "C", "O", "P", "O", "O", "H", "H", "H", "H", "H", "H", "H", "H", "H", "H", "H", "H", "H", "H", "H", "H", "H", "H", "H", "C", "Cl", "Cl", "Cl", "H", "C", "Cl", "Cl", "Cl", "H", "C", "Cl", "Cl", "Cl", "H", "C", "Cl", "Cl", "Cl", "H", "C", "Cl", "Cl", "Cl", "H", "C", "Cl", "Cl", "Cl", "H", "C", "Cl", "Cl", "Cl", "H", "C", "Cl", "Cl", "Cl", "H", "C", "Cl", "Cl", "Cl", "H"],
  "coordinates": [[0.18425, 2.76986, 5.14362], [0.32827, 2.15958, 3.68414], [0.96165, 2.99550, 2.73829], [-0.42749, 0.32050, 3.34182], [1.29453, -0.53311, 3.66444], [1.38329, -1.34052, 4.95398], [2.78326, -1.77579, 5.26060], [-1.36138, -1.38250, 3.08933], [-2.78933, -1.29387, 3.56468], [-2.86923, -1.15853, 5.00203], [-3.47009, -0.05912, 5.44521], [-3.27217, 0.38844, 6.55860], [-0.01955, 0.54101, 1.08195], [0.58036, -0.90531, 0.46627], [-1.56174, 0.59428, 0.36079], [0.93932, 3.53990, 5.30889], [-0.80995, 3.18698, 5.31532], [0.32511, 2.00178, 5.90336], [0.42083, 3.77476, 2.57493], [-1.75608, 1.01984, 3.15271], [-0.71323, 0.26798, 4.77384], [2.02771, 0.27873, 3.76418], [1.64451, -1.16629, 2.84341], [1.05389, -0.74738, 5.80187], [0.82274, -2.26798, 4.87832], [3.03072, -2.44319, 4.53657], [3.39055, -0.98684, 5.06230], [-1.44782, -1.59633, 2.02010], [-0.86953, -2.23182, 3.56405], [-3.37696, -2.16625, 3.26569], [-3.26455, -0.43657, 3.08399], [-4.18797, 0.43328, 4.77747], [-0.12180, -1.51094, 0.19798], [-1.85439, 1.51000, 0.37124], [-0.20341, 2.04527, -3.02952], [-1.38839, 3.04114, -2.17088], [1.13212, 3.05930, -3.61959], [0.38400, 0.75045, -2.00838], [-0.69378, 1.62270, -3.89261], [-5.32831, 1.60842, 0.97469], [-5.06032, 0.26752, -0.13773], [-6.26111, 1.07604, 2.37870], [-3.79882, 2.33045, 1.46832], [-5.90973, 2.36045, 0.45981], [1.12622, 6.43317, -1.91506], [2.11537, 7.77246, -1.32068], [0.47815, 5.48287, -0.59039], [-0.17081, 7.03264, -2.95544], [1.75805, 5.78496, -2.50787], [-1.71400, -0.54394, -6.10272], [-0.41712, -1.52399, -6.78615], [-1.78622, -0.73424, -4.35266], [-1.50571, 1.15595, -6.54260], [-2.65163, -0.88402, -6.52014], [3.28117, -3.14520, -7.76462], [4.18641, -1.73827, -7.20452], [2.72746, -4.11196, -6.40322], [1.91591, -2.64794, -8.76831], [3.94093, -3.75129, -8.37008], [0.60907, -7.47640, -4.65379], [-0.06848, -6.34600, -5.82524], [2.23786, -7.96621, -5.13025], [0.61388, -6.77687, -3.03798], [-0.01468, -8.35929, -4.63808], [-6.10385, -3.25583, 6.65347], [-4.51229, -4.00093, 6.73718], [-6.02499, -1.70330, 5.83013], [-7.26326, -4.33422, 5.86044], [-6.44961, -3.08254, 7.66298], [6.57248, 0.46148, -9.32451], [6.52881, 1.81865, -10.45074], [6.62043, -1.07246, -10.19381], [7.94191, 0.60173, -8.22425], [5.66440, 0.48254, -8.73681], [4.04767, 3.32131, 0.01502], [5.66439, 2.67872, 0.34514], [4.16547, 4.73800, -1.05177], [2.99790, 2.10132, -0.66212], [3.61871, 3.64725, 0.95471]],
  "forces_ev_per_a": [[0.15, -0.17, -0.04], [0.08, 0.08, 0.01], [-0.47, -0.33, -0.28], [0.58, -0.37, 0.76], [-0.12, -0.24, 0.06], [1.03, 0.04, -0.25], [-0.26, -0.03, -0.17], [-0.30, 0.16, 0.20], [-0.27, -0.24, -0.44], [-0.13, 0.33, -0.26], [0.69, 0.62, 1.68], [-0.37, -0.60, -0.99], [0.62, 0.98, -0.06], [-0.57, 0.08, -0.34], [0.32, -0.83, 0.32], [-0.07, 0.22, -0.01], [-0.10, 0.07, 0.02], [-0.11, -0.10, 0.07], [0.31, 0.36, 0.21], [-0.18, 0.19, -0.25], [-0.10, -0.07, -0.05], [0.04, 0.13, -0.13], [-0.11, 0.01, -0.17], [-0.32, -0.09, 0.11], [-0.40, 0.08, 0.21], [0.10, -0.10, 0.03], [0.05, 0.09, 0.13], [0.13, -0.05, -0.11], [0.12, -0.01, 0.06], [-0.03, -0.18, 0.26], [-0.05, 0.20, 0.12], [0.13, -0.13, -0.46], [-0.06, -0.13, 0.22], [0.09, -0.07, -0.18], [0.15, 0.00, 0.24], [-0.11, -0.06, -0.09], [-0.02, 0.02, -0.09], [0.02, 0.04, -0.58], [-0.01, 0.02, -0.06], [0.11, 0.00, -0.09], [0.00, 0.01, -0.01], [0.01, 0.02, 0.04], [-0.40, 0.18, 0.20], [-0.03, 0.00, 0.00], [-0.03, -0.05, 0.04], [0.00, 0.02, -0.02], [0.08, 0.04, 0.11], [0.00, -0.01, -0.03], [0.01, -0.01, 0.00], [0.05, -0.06, 0.10], [-0.09, 0.05, 0.02], [-0.07, -0.06, -0.05], [-0.02, 0.01, 0.00], [-0.01, 0.01, -0.02], [-0.05, 0.03, 0.08], [0.04, 0.04, 0.03], [0.03, -0.01, -0.02], [0.10, -0.05, -0.13], [0.01, 0.00, -0.02], [0.03, 0.08, 0.05], [-0.05, -0.02, -0.01], [0.00, -0.02, -0.01], [-0.01, -0.01, -0.01], [0.00, -0.02, -0.01], [0.11, 0.02, -0.06], [-0.01, 0.00, 0.00], [-0.23, -0.09, 0.02], [-0.03, -0.01, 0.02], [-0.02, -0.01, 0.01], [0.03, 0.00, 0.01], [-0.02, 0.00, 0.00], [-0.01, -0.03, -0.02], [-0.02, -0.01, 0.01], [-0.02, -0.01, 0.00], [-0.09, -0.13, 0.04], [0.01, 0.03, 0.02], [0.03, 0.02, 0.01], [0.12, 0.09, 0.04], [0.00, 0.03, 0.00]],
  "lowdin_charge": [-0.065, -0.597, -0.018, 0.441, -0.349, -0.341, -0.040, -0.301, -0.272, -0.070, -0.464, 0.034, 0.714, -0.404, -0.469, 0.045, 0.057, 0.041, 0.072, -0.028, -0.001, 0.063, 0.060, 0.091, 0.088, 0.043, 0.041, 0.050, 0.065, 0.112, 0.070, 0.110, 0.028, -0.093, -1.513, 0.525, 0.513, 0.552, -0.088, -1.528, 0.539, 0.521, 0.590, 0.007, -1.589, 0.507, 0.519, 0.513, -0.040, -1.524, 0.506, 0.571, 0.544, 0.010, -1.540, 0.537, 0.524, 0.501, 0.012, -1.560, 0.508, 0.511, 0.536, 0.008, -1.539, 0.549, 0.598, 0.503, 0.009, -1.572, 0.523, 0.507, 0.526, -0.016, -1.532, 0.511, 0.506, 0.528, 0.012],
  "mol_weight_g_mol": 1332.382,
  "spin_multiplicity": 1,
  "e_homo_ev": -2.8,
  "gap_ev": 4.262,
  "charge": -1
}